No. 1
ORCA calculation (ωB97M-V with the def2-TZVPD basis set) on a single C2H4ClNO2 molecule at a distorted geometry.

ΔE to the lowest compared entry with this formula, charge and spin ... 72.2 kcal per mole
Gap between HOMO and LUMO ... 11.233 eV
HOMO level ... -0.4090 Eh
E_LUMO ... 0.1 eV

```
! RIJCOSX wB97M-V def2-TZVPD def2/J DEFGRID3
* xyz 0 1
C -0.26 0.03 0.46
C 1.12 0.07 -0.41
Cl 1.99 1.58 -0.36
N 1.98 -1.04 0.15
O 2.93 -0.78 0.83
O 1.77 -2.10 -0.35
H -0.88 0.89 0.07
H -0.16 0.09 1.51
H -0.66 -0.90 0.27
H 0.97 -0.06 -1.45
*
```

No. 2
ORCA calculation (ωB97M-V with the def2-TZVPD basis set) on a single C3H4N2OS molecule at a distorted geometry.

ΔE to the lowest compared entry with this formula, charge and spin ... 35.7 kcal per mole
Gap between HOMO and LUMO ... 8.843 eV
HOMO level ... -0.3018 Eh
E_LUMO ... 0.6 eV

```
! RIJCOSX wB97M-V def2-TZVPD def2/J DEFGRID3
* xyz 0 1
O 2.48 -1.20 -0.02
C 1.47 -0.58 -0.15
N 1.17 0.77 -0.05
C -0.22 0.97 0.05
C -0.79 -0.17 0.11
S -2.45 -0.69 -0.02
N 0.20 -1.11 0.11
H 1.69 1.58 0.51
H -0.45 2.11 -0.28
H -3.13 0.37 -0.32
H 0.03 -2.05 0.06
*
```

No. 3
ORCA calculation (ωB97M-V with the def2-TZVPD basis set) on 2 unconnected molecules or ions with the total composition CH3N4O at a distorted geometry.

ΔE to the lowest compared entry with this formula, charge and spin ... 72.9 kcal per mole
Gap between HOMO and LUMO (spin up / spin down) ... 5.843 / 5.842 eV
HOMO level (spin up / spin down) ... -0.0992 / -0.0992 Eh
E_LUMO (spin up / spin down) ... 3.1 / 3.1 eV

```
! RIJCOSX wB97M-V def2-TZVPD def2/J DEFGRID3
* xyz -1 1
C 3.38 -0.14 -0.28
N 4.15 -0.57 -1.07
N -1.01 -0.68 -0.80
N -0.82 0.28 -0.01
N 2.80 0.12 0.86
O 1.68 1.04 0.80
H -1.16 -1.60 -0.34
H 0.73 0.59 0.67
H -0.28 0.98 -0.59
*
```

No. 4
ORCA calculation (ωB97M-V with the def2-TZVPD basis set) on a molecular structure, C17H21N5O2PdSSe2.

ΔE to the lowest compared entry with this formula, charge and spin ... 8.1 kcal per mole
Gap between HOMO and LUMO (spin up / spin down) ... 4.586 / 4.295 eV
HOMO level (spin up / spin down) ... -0.0181 / -0.0074 Eh
E_LUMO (spin up / spin down) ... 4.1 / 4.1 eV

```
! RIJCOSX wB97M-V def2-TZVPD def2/J DEFGRID3
* xyz -2 1
Pd -1.43 0.83 -0.63
C 0.84 6.06 -1.60
Se 0.98 4.22 -0.97
C -0.49 4.39 0.30
C -1.87 4.41 -0.35
Se -2.93 2.76 -0.28
C -3.10 2.76 1.66
H 1.04 6.77 -0.80
H -0.15 6.25 -2.02
H 1.58 6.19 -2.39
H -0.31 5.31 0.86
H -0.37 3.56 0.99
H -1.80 4.63 -1.41
H -2.51 5.18 0.10
H -3.33 3.78 1.99
H -2.17 2.40 2.10
H -3.91 2.08 1.90
S 0.52 1.24 0.57
C 1.37 -0.28 0.15
N 2.59 -0.39 0.64
N 3.22 -1.54 0.11
C 3.86 -2.41 0.93
C 4.30 -3.66 0.45
C 5.00 -4.53 1.25
C 5.30 -4.20 2.57
C 4.87 -2.97 3.06
C 4.17 -2.08 2.27
N 0.76 -1.20 -0.59
N -0.33 -0.71 -1.27
C -1.31 -1.66 -1.52
C -2.45 -1.20 -2.20
C -3.55 -2.02 -2.38
C -3.51 -3.34 -1.95
C -2.35 -3.82 -1.33
C -1.27 -3.00 -1.10
H 2.73 -1.94 -0.68
H 4.07 -3.93 -0.58
H 5.31 -5.48 0.85
H 5.84 -4.89 3.21
H 5.09 -2.69 4.09
H 3.82 -1.13 2.65
H -2.44 -0.19 -2.62
H -4.44 -1.63 -2.85
H -4.37 -3.98 -2.09
H -2.32 -4.85 -0.99
H -0.39 -3.34 -0.58
O -5.73 0.10 -0.18
N -4.57 0.47 0.06
O -3.82 -0.34 0.63
*
```

No. 5
ORCA calculation (ωB97M-V with the def2-TZVPD basis set) on 3 unconnected molecules or ions with the total composition C22H26NO6S2Si at a distorted geometry.

Gap between HOMO and LUMO ... 7.078 eV
HOMO level ... -0.2173 Eh
E_LUMO ... 1.2 eV

```
! RIJCOSX wB97M-V def2-TZVPD def2/J DEFGRID3
* xyz -1 1
C 2.64 -2.58 -3.16
Si 3.93 -1.18 -3.63
C 5.47 -1.48 -2.46
C 4.39 -1.16 -5.50
S 2.97 0.69 -2.96
O 3.95 1.83 -3.36
O 2.92 0.55 -1.39
N 1.37 0.84 -3.65
S 0.42 2.07 -2.85
O 1.19 2.99 -1.89
O -0.13 3.00 -4.00
O -1.01 1.43 -2.10
C -0.95 -0.05 -2.19
O -0.15 -0.67 -1.30
C -1.73 -0.97 -3.29
C -2.64 -0.31 -4.50
C -3.39 -1.25 -5.63
C -3.23 -2.90 -5.53
C -2.37 -3.55 -4.29
C -1.59 -2.63 -3.13
H 3.20 -3.61 -3.13
H 2.31 -2.31 -2.04
H 1.72 -2.61 -3.89
H 5.74 -2.63 -2.39
H 5.08 -1.18 -1.38
H 6.39 -0.81 -2.79
H 3.57 -0.75 -6.22
H 4.56 -2.30 -5.82
H 5.45 -0.65 -5.68
H -2.74 0.86 -4.57
H -4.02 -0.74 -6.50
H -3.74 -3.61 -6.34
H -2.28 -4.72 -4.19
H -0.96 -3.13 -2.26
C -0.19 1.08 1.39
C 0.58 2.23 1.16
C 1.05 2.98 2.25
C 0.76 2.57 3.55
C -0.01 1.43 3.77
C -0.48 0.68 2.69
H -0.55 0.50 0.54
H 0.81 2.54 0.15
H 1.64 3.87 2.07
H 1.13 3.15 4.39
H -0.23 1.11 4.79
H -1.08 -0.21 2.86
C -3.84 1.62 8.98
C -4.16 0.28 8.74
C -3.64 -0.37 7.62
C -2.79 0.32 6.75
C -2.47 1.65 7.00
C -2.99 2.30 8.11
H -4.25 2.13 9.85
H -4.82 -0.25 9.42
H -3.90 -1.40 7.43
H -2.38 -0.19 5.88
H -1.80 2.18 6.32
H -2.74 3.34 8.30
*
```

No. 6
ORCA calculation (ωB97M-V with the def2-TZVPD basis set) on a molecular structure, C28H49Br3N6O3 at a distorted geometry.

Gap between HOMO and LUMO ... 9.940 eV
HOMO level ... -0.3826 Eh
E_LUMO ... -0.5 eV

```
! RIJCOSX wB97M-V def2-TZVPD def2/J DEFGRID3
* xyz 0 1
C 1.52 3.66 1.58
C 0.09 4.07 1.79
C -0.73 4.02 0.50
C -0.08 4.73 -0.62
N 0.54 5.37 -1.37
H 2.00 4.43 1.01
H 1.63 2.67 1.12
H 2.09 3.58 2.53
H 0.00 5.08 2.21
H -0.36 3.36 2.45
H -1.69 4.50 0.62
H -0.90 3.03 0.10
C 1.55 -3.09 -3.75
C 2.23 -1.75 -3.79
C 3.61 -1.81 -3.13
C 4.43 -2.86 -3.76
N 5.06 -3.71 -4.21
H 2.05 -3.87 -4.32
H 0.53 -3.07 -4.10
H 1.51 -3.44 -2.71
H 1.56 -1.08 -3.24
H 2.33 -1.32 -4.79
H 3.53 -2.01 -2.06
H 4.16 -0.86 -3.21
C 1.39 2.52 5.18
C 2.75 3.09 5.74
C 2.53 4.44 6.47
C 1.80 5.40 5.68
N 1.36 6.15 4.91
H 0.97 3.28 4.48
H 0.67 2.45 5.98
H 1.43 1.56 4.65
H 3.40 3.24 4.89
H 3.18 2.40 6.50
H 3.52 4.87 6.67
H 2.03 4.24 7.41
C -5.49 -4.83 2.53
C -5.30 -5.34 1.12
C -3.85 -5.78 0.90
C -2.99 -4.60 0.72
N -2.38 -3.62 0.65
H -5.19 -5.51 3.31
H -6.56 -4.58 2.69
H -4.90 -3.91 2.68
H -5.49 -4.55 0.39
H -6.01 -6.15 0.92
H -3.74 -6.42 0.05
H -3.50 -6.35 1.77
C -3.58 0.86 1.15
C -3.80 -0.22 2.22
C -4.07 0.43 3.55
C -3.04 1.42 3.83
N -2.21 2.19 4.09
H -2.67 1.42 1.39
H -4.42 1.58 1.19
H -3.46 0.50 0.13
H -2.99 -0.95 2.34
H -4.70 -0.78 1.95
H -4.07 -0.33 4.34
H -5.06 0.89 3.49
C 3.68 1.64 -0.85
C 4.92 2.04 -1.74
C 6.20 1.48 -1.24
C 6.16 0.00 -0.97
N 6.03 -1.12 -0.77
H 3.54 0.56 -0.89
H 2.80 2.22 -1.18
H 3.86 1.92 0.19
H 5.05 3.14 -1.78
H 4.68 1.77 -2.77
H 6.37 1.92 -0.28
H 7.05 1.71 -1.88
C -1.83 -0.17 -4.41
O -1.16 -1.10 -5.31
C -2.01 -1.78 -6.14
O -3.22 -1.75 -6.14
O -1.20 -2.48 -6.95
C -1.85 -3.34 -7.93
H -1.00 0.35 -3.96
H -2.33 -0.70 -3.60
H -2.43 0.55 -4.94
H -1.26 -4.22 -8.07
H -1.92 -2.80 -8.87
H -2.85 -3.56 -7.55
C -0.06 -1.04 0.61
Br 1.36 -2.41 0.50
Br 0.20 0.26 -0.89
Br -0.01 -0.12 2.39
H -1.00 -1.58 0.57
*
```

No. 7
ORCA calculation (ωB97M-V with the def2-TZVPD basis set) on 3 unconnected molecules or ions with the total composition C2H13N2O2 at a distorted geometry.

ΔE to the lowest compared entry with this formula, charge and spin ... 57.7 kcal per mole
Gap between HOMO and LUMO ... 11.371 eV
HOMO level ... -0.5253 Eh
E_LUMO ... -2.9 eV

```
! RIJCOSX wB97M-V def2-TZVPD def2/J DEFGRID3
* xyz 1 1
C -0.92 -0.16 2.22
N -0.18 -1.48 2.02
C -0.81 0.74 0.91
N -0.34 -0.08 -0.27
H -0.60 0.47 3.28
H -2.08 -0.44 2.62
H 0.36 -1.66 2.98
H -0.83 -2.15 2.09
H -0.04 1.61 1.11
H -1.62 1.45 0.53
H 0.16 -0.98 0.04
H -1.08 -0.35 -0.99
H 0.32 0.53 -0.75
H 0.58 2.13 -2.67
H 1.46 2.90 -1.71
O 0.87 2.10 -1.77
H 1.01 -2.20 -2.13
H 1.25 -0.99 -3.08
O 1.02 -1.22 -2.27
*
```

No. 8
ORCA calculation (ωB97M-V with the def2-TZVPD basis set) on a molecular structure, C13H18CrN2O2PS2SbSe4 at a distorted geometry.

⟨S²⟩ ... 2.04
Gap between HOMO and LUMO (spin up / spin down) ... 4.640 / 4.985 eV
HOMO level (spin up / spin down) ... -0.2588 / -0.2569 Eh
E_LUMO (spin up / spin down) ... -2.4 / -2.0 eV

```
! RIJCOSX wB97M-V def2-TZVPD def2/J DEFGRID3
* xyz 0 3
Cr -1.15 -0.42 0.25
N -0.95 2.55 1.56
C -0.98 3.16 0.29
C -0.99 4.54 0.20
C -0.98 5.19 -1.03
C -0.97 4.47 -2.20
C -1.00 3.07 -2.17
C -0.99 2.31 -3.36
C -0.98 0.94 -3.29
C -1.08 0.35 -2.06
N -1.17 1.00 -0.90
C -1.04 2.40 -0.92
H -0.01 2.25 1.88
H -1.37 3.08 2.35
H -0.98 5.10 1.12
H -0.97 6.26 -1.06
H -0.93 4.96 -3.16
H -0.98 2.81 -4.31
H -0.94 0.30 -4.16
H -1.14 -0.74 -2.10
C 4.03 -3.23 -1.09
C 3.63 -1.87 -1.61
O 2.41 -1.39 -1.09
P 0.93 -1.88 -0.81
S -1.79 -2.13 -0.29
S 0.71 -0.55 0.75
O 1.15 -3.20 0.03
C 0.35 -3.99 0.93
C 0.16 -3.36 2.29
H 5.05 -3.41 -1.42
H 3.38 -4.01 -1.49
H 4.01 -3.26 0.00
H 3.56 -1.85 -2.70
H 4.35 -1.10 -1.28
H 0.93 -4.91 1.01
H -0.61 -4.25 0.47
H 1.05 -2.84 2.65
H -0.12 -4.13 3.01
H -0.69 -2.65 2.31
Se -2.10 -1.46 5.74
Sb -2.44 0.14 3.97
Se -4.72 -0.21 4.67
Se -1.90 2.17 5.08
Se -1.71 -0.22 1.92
*
```

no.,E (eV)
1,-20243.0903
2,-19037.4993
3,-9089.5829
4,-174519.2478
5,-66547.7855
6,-255039.3546
7,-9352.1309
8,-348143.3627